Formula: C22H33N5O3S
Source: OMol25
Level of theory: ωB97M-V with the def2-TZVPD basis set

The calculation puts the electronic energy at -47778.2249 eV. As for the total charge: 0. As for the multiplicity: 1. As for the SMILES: CN(C)CCCNC(=S)N(CCN(C)C)Cc1cc2cc3c(cc2[nH]c1=O)OCCO3. The value obtained for the relative energy (zero: lowest compared OMol25 entry of this formula, charge and spin) is 0.00 kJ/mol.

XYZ file:
```
64
Properties=species:S:1:pos:R:3:lowdin_charge:R:1
C 2.78 3.19 1.05 -0.096
N 1.72 3.61 1.95 -0.314
C 2.20 3.73 3.31 -0.097
H 2.63 2.77 3.61 0.079
H 2.97 4.51 3.42 0.089
H 1.37 3.96 3.97 0.086
C 1.08 4.84 1.49 -0.213
C 0.07 4.60 0.36 -0.160
C -1.15 3.81 0.83 -0.229
N -0.77 2.49 1.27 0.004
C -1.33 1.35 0.82 -0.771
N -0.77 0.17 1.17 -0.089
C -1.45 -1.08 0.90 -0.143
C -0.93 -1.75 -0.34 -0.090
C -1.47 -1.52 -1.56 0.040
C -0.99 -2.15 -2.74 -0.143
C -1.54 -1.94 -4.00 0.072
C -1.04 -2.59 -5.11 -0.196
C 0.06 -3.46 -4.98 -0.193
C 0.61 -3.69 -3.73 0.071
C 0.09 -3.05 -2.61 -0.179
N 0.62 -3.26 -1.36 0.170
C 0.21 -2.65 -0.20 -0.408
O 0.80 -2.89 0.84 0.029
H 1.40 -3.90 -1.27 0.164
H 1.44 -4.37 -3.65 0.128
O 0.62 -4.08 -6.06 -0.020
C 0.21 -3.56 -7.30 -0.145
C -1.30 -3.33 -7.30 -0.151
H -1.64 -2.93 -8.26 0.133
O -1.64 -2.37 -6.33 -0.027
H -1.82 -4.28 -7.09 0.140
H 0.50 -4.29 -8.06 0.133
H 0.72 -2.61 -7.49 0.140
H -2.38 -1.26 -4.12 0.135
H -2.30 -0.83 -1.65 0.077
H -1.31 -1.73 1.77 0.118
H -2.52 -0.86 0.78 0.077
C 0.45 0.07 1.95 -0.121
H 1.17 0.83 1.62 0.108
H 0.89 -0.90 1.74 0.099
C 0.20 0.22 3.46 -0.188
N -0.59 -0.88 3.98 -0.279
C 0.19 -2.08 4.17 -0.094
H -0.46 -2.87 4.54 0.087
H 1.01 -1.94 4.90 0.088
H 0.62 -2.41 3.23 0.061
C -1.29 -0.51 5.20 -0.105
H -1.91 -1.35 5.51 0.081
H -0.60 -0.25 6.02 0.086
H -1.94 0.34 5.00 0.083
H -0.36 1.15 3.63 0.112
H 1.17 0.31 3.97 0.121
S -2.70 1.41 -0.13 0.672
H 0.12 2.48 1.75 0.083
H -1.63 4.34 1.66 0.123
H -1.88 3.70 0.02 0.050
H 0.54 4.07 -0.47 0.106
H -0.27 5.57 -0.01 0.114
H 1.83 5.57 1.16 0.120
H 0.54 5.27 2.34 0.118
H 3.59 3.94 0.99 0.090
H 2.38 3.03 0.05 0.082
H 3.21 2.26 1.41 0.082
```